24
Properties=species:S:1:pos:R:3:nbo_charge:R:1 method="wB97M-V/def2-TZVPD" smiles=OCCOCOCc1nnc(O)nn1 gap_ev=8.75
O -0.81 2.47 -1.53 -0.721
C -2.07 2.21 -0.90 -0.080
C -2.03 0.81 -0.13 -0.106
O -1.43 1.09 1.15 -0.561
C -0.89 -0.08 1.77 0.221
O 0.39 0.20 2.31 -0.511
C 1.32 0.61 1.32 -0.104
C 1.61 -0.58 0.29 0.275
N 2.33 -1.61 0.80 -0.160
N 2.53 -2.61 -0.03 -0.185
C 1.97 -2.44 -1.26 0.549
O 2.15 -3.52 -2.14 -0.679
N 1.28 -1.39 -1.79 -0.182
N 1.09 -0.39 -0.96 -0.179
H -0.13 2.57 -0.85 0.466
H -2.20 2.98 -0.08 0.178
H -2.90 2.25 -1.65 0.191
H -3.12 0.53 0.01 0.169
H -1.47 0.03 -0.71 0.195
H -0.92 -0.99 1.10 0.145
H -1.56 -0.32 2.64 0.178
H 2.33 0.85 1.77 0.219
H 1.02 1.54 0.76 0.188
H 1.52 -4.22 -1.89 0.495